Entry 1:
{"formula": "C8H4BrCl2FeLuNO3", "method": "the ωB97M-V functional and the def2-TZVPD basis", "elements": ["Fe", "Lu", "Cl", "Cl", "C", "C", "C", "O", "O", "O", "Br", "C", "C", "C", "C", "N", "C", "H", "H", "H", "H"], "positions_angstrom": [[0.138, -4.480, -1.309], [1.384, -0.335, 1.210], [-0.772, -2.940, -2.476], [3.650, 0.331, 1.586], [0.307, -0.665, 3.270], [0.317, -6.290, -1.389], [0.828, -3.306, -0.061], [-0.240, -0.892, 4.261], [0.031, -7.423, -1.380], [1.059, -2.192, 0.407], [-3.514, 2.290, -1.487], [-1.740, 2.353, -0.791], [-1.037, 3.562, -0.779], [0.263, 3.586, -0.259], [0.797, 2.419, 0.295], [0.116, 1.231, 0.259], [-1.139, 1.191, -0.299], [-1.472, 4.447, -1.235], [0.846, 4.515, -0.250], [1.798, 2.380, 0.759], [-1.619, 0.219, -0.332]], "homo_lumo_gap_ha": [0.2646, 0.2034], "homo_energy_ev": [-23.4, -23.4], "total_charge": 4, "de_lowest_kj_mol": 0.0, "max_force_ev_per_a": 11.9, "spin_multiplicity": 6}

Entry 2:
{"formula": "C8H4BrCl2InNO3Y", "method": "the ωB97M-V functional and the def2-TZVPD basis", "elements": ["In", "Y", "Cl", "Cl", "C", "C", "C", "O", "O", "O", "Br", "C", "C", "C", "C", "N", "C", "H", "H", "H", "H"], "positions_angstrom": [[-1.877, -2.837, -3.924], [0.361, -1.320, -0.211], [0.016, -3.424, -2.283], [-1.978, -1.587, -0.972], [0.593, 1.223, -0.295], [-2.163, -5.291, -5.257], [-2.460, -3.443, -6.685], [0.891, 2.301, -0.625], [-1.582, -6.077, -5.892], [-2.838, -3.807, -7.707], [-1.356, 2.135, 4.610], [-0.633, 0.553, 3.842], [0.138, -0.297, 4.627], [0.722, -1.419, 4.068], [0.547, -1.689, 2.722], [-0.110, -0.771, 1.922], [-0.797, 0.283, 2.494], [0.300, -0.087, 5.666], [1.300, -2.117, 4.668], [0.763, -2.709, 2.311], [-1.544, 0.809, 1.902]], "homo_lumo_gap_ha": [0.2428, 0.1718], "homo_energy_ev": [-23.0, -22.5], "total_charge": 4, "de_lowest_kj_mol": 0.0, "max_force_ev_per_a": 7.1}

Entry 3:
{"formula": "C8H4Cl5FeN2O5", "method": "the ωB97M-V functional and the def2-TZVPD basis", "elements": ["Fe", "Cl", "C", "C", "C", "Cl", "C", "Cl", "C", "Cl", "C", "Cl", "N", "C", "C", "O", "O", "H", "H", "H", "H", "O", "N", "O", "O"], "positions_angstrom": [[-0.502, -0.146, -1.128], [2.036, 0.091, -2.146], [2.180, 0.026, -0.398], [0.976, -0.022, 0.280], [1.037, -0.059, 1.661], [-0.434, -0.097, 2.586], [2.257, -0.059, 2.339], [2.308, -0.106, 4.056], [3.450, -0.020, 1.612], [4.958, -0.024, 2.431], [3.423, 0.027, 0.218], [4.867, 0.089, -0.703], [-2.515, -0.062, -0.245], [-3.008, 1.321, -0.249], [-2.014, 2.246, -0.984], [-2.128, 3.438, -1.023], [-1.027, 1.575, -1.558], [-3.132, -0.697, -0.738], [-2.380, -0.433, 0.689], [-3.138, 1.700, 0.765], [-3.972, 1.387, -0.752], [-0.517, -1.609, -2.472], [-0.818, -2.601, -1.680], [-0.944, -3.711, -2.090], [-0.963, -2.254, -0.472]], "homo_lumo_gap_ha": [0.3511, 0.2856], "homo_energy_ev": [-9.6, -9.6], "de_lowest_kj_mol": 27.5, "max_force_ev_per_a": 0.9, "spin_multiplicity": 6}